[1]
ORCA calculation (the ωB97M-V functional and the def2-TZVPD basis) on a structure of composition C2H2ClNS in a non-equilibrium geometry.

```
7
Properties=species:S:1:pos:R:3:mulliken_charge:R:1
C 0.1638 0.6397 -0.0329 -0.261
C 0.3262 -0.6234 0.3566 0.167
N -0.9240 0.3723 -0.8918 -0.242
S -1.0323 -1.3246 -0.4782 0.022
Cl 1.6523 -1.2480 2.8317 -0.341
H 0.6564 1.5789 0.0943 0.359
H -0.8425 0.6050 -1.8798 0.296
```

Summary:
E_HOMO (spin up / spin down) = -9.86 / -9.86 eV
E = -990.331845 a.u.
max |F| = 2.669 eV/A
ΔE to the lowest compared entry with this formula, charge and spin = 104.9 kcal per mole
Kohn-Sham gap (spin up / spin down) = 6.8910 / 6.8864 eV

[2]
ORCA calculation (the ωB97M-V functional and the def2-TZVPD basis) on a cluster of 2 separate species, C2H2ClNS2 in total in a non-equilibrium geometry.

```
8
Properties=species:S:1:pos:R:3:mulliken_charge:R:1
C 0.4004 0.9227 -1.5122 -0.531
C 1.5523 0.6036 -1.4655 -0.214
N -1.3593 -1.6085 1.2115 -0.008
S -0.6240 -2.5087 2.2016 -0.046
S -1.5180 -0.1900 0.7362 0.220
Cl -0.3915 1.4755 1.4753 -0.203
H -0.6482 0.8091 -1.3985 0.395
H 2.5883 0.4963 -1.2483 0.387
```

Summary:
E_HOMO = -9.03 eV
E = -1388.576377 a.u.
max |F| = 1.982 eV/A
ΔE to the lowest compared entry with this formula, charge and spin = 56.3 kcal per mole
SMILES string = S=NSCl.C#C
Kohn-Sham gap = 7.4152 eV

[3]
ORCA calculation (the ωB97M-V functional and the def2-TZVPD basis) on the molecule C2H2ClO2P in a non-equilibrium geometry.

```
8
Properties=species:S:1:pos:R:3:mulliken_charge:R:1
C 0.5548 -0.6507 -0.4901 -0.017
C 0.4333 0.7478 -0.7953 0.003
O 1.2914 -1.5510 -1.1115 -0.134
O 0.9415 1.4453 -1.6527 -0.272
P 1.6056 -3.0957 -0.9732 0.104
Cl 0.4961 -3.6427 0.6148 -0.226
H -0.0197 -0.9980 0.3613 0.248
H -0.2703 1.2009 -0.0651 0.293
```

Summary:
E_HOMO (spin up / spin down) = -8.64 / -7.17 eV
E = -1029.305788 a.u.
max |F| = 7.794 eV/A
ΔE to the lowest compared entry with this formula, charge and spin = 105.6 kcal per mole
Kohn-Sham gap (spin up / spin down) = 8.0585 / 4.0135 eV

[4]
ORCA calculation (the ωB97M-V functional and the def2-TZVPD basis) on the molecule C2H2ClP in a non-equilibrium geometry.

```
6
Properties=species:S:1:pos:R:3:mulliken_charge:R:1
C 0.0503 -0.9619 0.9991 -0.298
C -0.4936 -0.0457 0.2321 -0.268
P 0.3573 0.1446 -1.3475 0.124
Cl 0.8415 2.0291 -0.9548 -0.171
H 0.5914 -1.8421 0.6822 0.279
H -1.3469 0.6760 0.3890 0.334
```

Summary:
E_HOMO (spin up / spin down) = -8.87 / -8.26 eV
E = -878.824649 a.u.
max |F| = 1.650 eV/A
ΔE to the lowest compared entry with this formula, charge and spin = 52.8 kcal per mole
Kohn-Sham gap (spin up / spin down) = 7.7679 / 7.5042 eV

[5]
ORCA calculation (the ωB97M-V functional and the def2-TZVPD basis) on a structure of composition C2H2CoO3 in a non-equilibrium geometry.

```
8
Properties=species:S:1:pos:R:3:mulliken_charge:R:1
H -1.1296 0.2573 1.4558 0.406
O -0.7687 -1.5755 0.5485 0.129
O 0.4330 -1.4649 -0.2327 -0.089
C -0.8700 -0.1454 0.4744 0.254
C 0.0477 -0.2086 -0.5728 0.570
Co 2.3977 0.0450 -0.3852 1.615
O 0.1475 1.3150 -0.2683 -0.359
H -0.2574 1.7771 -1.0195 0.475
```

Summary:
E_HOMO (spin up / spin down) = -27.50 / -28.22 eV
net charge = +3
multiplicity = 5
E = -1683.914470 a.u.
max |F| = 8.248 eV/A
ΔE to the lowest compared entry with this formula, charge and spin = 104.4 kcal per mole
Kohn-Sham gap (spin up / spin down) = 7.8533 / 7.3370 eV

[6]
ORCA calculation (the ωB97M-V functional and the def2-TZVPD basis) on a structure of composition C2H2CsMgO2 in a non-equilibrium geometry.

```
8
Properties=species:S:1:pos:R:3:mulliken_charge:R:1
O 0.5863 -0.7728 -0.3992 -0.707
C -0.4575 -0.3751 0.4070 -0.187
C -0.3824 0.8226 1.0287 -0.002
O 0.7084 1.6000 0.8921 -0.669
Cs 0.1556 -1.9727 -3.9894 0.991
Mg 2.0129 0.4331 0.1245 0.912
H -1.3724 -0.9721 0.3838 0.332
H -1.2509 1.2370 1.5524 0.330
```

Summary:
E_HOMO (spin up / spin down) = -9.45 / -9.45 eV
net charge = +1
E = -447.897082 a.u.
max |F| = 1.980 eV/A
ΔE to the lowest compared entry with this formula, charge and spin = 0.0 kcal per mole
Kohn-Sham gap (spin up / spin down) = 4.6489 / 4.6486 eV

[7]
ORCA calculation (the ωB97M-V functional and the def2-TZVPD basis) on a structure of composition C2H2CuFO2 in a non-equilibrium geometry.

```
8
Properties=species:S:1:pos:R:3:mulliken_charge:R:1
H -0.7206 -0.3393 1.3274 0.272
O 0.4001 1.3995 -0.7219 -0.345
C -0.4559 0.6572 -0.2900 0.576
C -0.1555 -0.6617 0.3709 -0.022
O 1.1730 -0.8678 0.4624 -0.677
F -1.7238 0.8462 -0.6444 -0.191
H -0.7444 -1.4454 -0.1514 0.364
Cu 2.2271 0.4113 -0.3530 0.024
```

Summary:
E_HOMO (spin up / spin down) = -6.98 / -10.44 eV
multiplicity = 3
E = -1968.108883 a.u.
max |F| = 2.786 eV/A
ΔE to the lowest compared entry with this formula, charge and spin = 0.0 kcal per mole
Kohn-Sham gap (spin up / spin down) = 7.3887 / 8.4256 eV

[8]
ORCA calculation (the ωB97M-V functional and the def2-TZVPD basis) on a structure of composition C2H2DyFO2 in a non-equilibrium geometry.

```
8
Properties=species:S:1:pos:R:3:mulliken_charge:R:1
H 0.2504 -1.6111 1.3068 0.281
O 1.2396 -1.1024 -1.0768 -0.128
C 1.1264 -0.9624 0.0473 0.400
C 0.3393 -0.3616 1.1970 0.025
O -0.5830 0.4378 0.7468 -0.630
H 1.0744 0.0159 1.9344 0.424
F -2.1465 2.2398 -2.9016 -0.449
Dy -1.3006 1.3440 -1.2539 2.075
```

Summary:
E_HOMO (spin up / spin down) = -20.50 / -20.52 eV
net charge = +2
multiplicity = 6
E = -1212.032448 a.u.
max |F| = 4.262 eV/A
ΔE to the lowest compared entry with this formula, charge and spin = 39.2 kcal per mole
Kohn-Sham gap (spin up / spin down) = 9.1244 / 7.9736 eV

[9]
ORCA calculation (the ωB97M-V functional and the def2-TZVPD basis) on a structure of composition C2H2F2I2O in a non-equilibrium geometry.

```
9
Properties=species:S:1:pos:R:3:mulliken_charge:R:1
C -0.6138 1.8936 -1.5600 -0.034
C 1.5623 0.2932 1.3353 0.134
O -1.3518 2.7194 -1.1789 -0.304
F 2.6429 1.0856 1.6804 -0.180
F 1.7982 -0.7967 1.9603 -0.098
I -1.1134 -0.2512 -1.1537 -0.058
I -0.5535 1.3970 2.5770 0.042
H 0.2465 2.0306 -2.2043 0.412
H -1.4779 0.5033 1.7322 0.086
```

Summary:
E_HOMO = -9.14 eV
E = -947.640620 a.u.
max |F| = 2.566 eV/A
ΔE to the lowest compared entry with this formula, charge and spin = 72.5 kcal per mole
Kohn-Sham gap = 9.1059 eV

[10]
ORCA calculation (the ωB97M-V functional and the def2-TZVPD basis) on the molecule C2H2F2O3 in a non-equilibrium geometry.

```
9
Properties=species:S:1:pos:R:3:mulliken_charge:R:1
C 1.2385 0.3582 0.4448 0.357
C -0.2313 -0.1425 0.0512 0.815
O 2.1962 0.4416 -0.2171 -0.390
O -0.0634 -0.6469 -1.2248 -0.474
O -1.1011 0.9197 0.1507 -0.508
F 1.2279 0.5108 1.7898 -0.208
F -0.4819 -1.1134 0.9298 -0.262
H -0.7491 -1.1977 -1.6127 0.318
H -2.0357 0.8702 -0.3118 0.352
```

Summary:
E_HOMO = -11.63 eV
E = -502.858636 a.u.
max |F| = 3.318 eV/A
ΔE to the lowest compared entry with this formula, charge and spin = 20.6 kcal per mole
SMILES string = O=C(F)C(O)(O)F
Kohn-Sham gap = 11.8425 eV

[11]
ORCA calculation (the ωB97M-V functional and the def2-TZVPD basis) on a structure of composition C2H2F3GdO3S in a non-equilibrium geometry.

```
12
Properties=species:S:1:pos:R:3:mulliken_charge:R:1
S -1.1484 0.0103 0.9334 0.837
O -1.6070 -0.6301 -0.4009 -0.602
O 0.1397 0.7454 0.4839 -0.601
C -2.3550 1.4504 1.0678 0.755
F -3.5844 0.9648 1.1635 -0.161
F -2.0720 2.1410 2.1628 -0.159
F -2.2732 2.2399 0.0137 -0.188
C 3.1528 -1.7025 -0.9006 0.123
O 2.2081 -1.5571 -1.6600 -0.461
Gd 0.2981 -0.1698 -1.6947 1.919
H 3.3810 -0.9596 -0.1158 0.233
H 3.8601 -2.5327 -1.0530 0.305
```

Summary:
E_HOMO (spin up / spin down) = -18.57 / -19.12 eV
net charge = +2
multiplicity = 8
E = -1765.870468 a.u.
max |F| = 2.140 eV/A
Kohn-Sham gap (spin up / spin down) = 5.3098 / 9.5111 eV

[12]
ORCA calculation (the ωB97M-V functional and the def2-TZVPD basis) on a cluster of 2 separate species, C2H2F3N2 in total in a non-equilibrium geometry.

```
9
Properties=species:S:1:pos:R:3:mulliken_charge:R:1
C -1.0939 0.7086 0.2952 -0.355
C 0.8050 -1.5969 -1.4303 0.805
N 0.2577 1.7576 1.8907 -0.858
N -0.5861 1.3031 1.1711 0.557
F 1.1074 -1.1102 -2.5647 0.028
F 1.6137 -1.4958 -0.4503 0.054
F -0.2880 -2.2353 -1.2750 0.054
H -1.8448 0.4224 -0.3827 0.439
H 0.0291 2.2467 2.7461 0.276
```

Summary:
E_HOMO (spin up / spin down) = -12.24 / -12.24 eV
net charge = +1
E = -486.006533 a.u.
max |F| = 2.682 eV/A
ΔE to the lowest compared entry with this formula, charge and spin = 96.1 kcal per mole
Kohn-Sham gap (spin up / spin down) = 4.2568 / 4.2592 eV